This record from the OMol25 dataset describes a molecular structure, C5H10O2. The level of theory is ωB97M-V with the def2-TZVPD basis set.

Summary:
- M (g mol⁻¹) = 102.133
- max |F| (eV/Å) = 0.401
- energy above the lowest of the compared OMol25 structures with the same formula, charge and spin (kcal per mole) = 54.2
- highest occupied orbital energy (eV) = -9.44
- E_tot (a.u.) = -346.9391
- LUMO level (hartree) = 0.0302

Last column: natural (NBO) charge in e.
CARTESIAN COORDINATES (ANGSTROEM)
1 O -1.491 1.527 0.646  -0.731
2 C -1.001 1.531 -0.687  -0.056
3 C 0.310 0.762 -0.707  -0.419
4 C 0.129 -0.637 -0.142  -0.262
5 C 1.306 -1.623 -0.163  -0.052
6 O 1.136 -1.928 1.227  -0.539
7 C 0.212 -0.836 1.378  -0.045
8 H -2.448 1.447 0.626  0.474
9 H -0.856 2.562 -1.042  0.166
10 H -1.713 1.044 -1.371  0.158
11 H 1.060 1.306 -0.117  0.207
12 H 0.684 0.719 -1.739  0.211
13 H -0.778 -1.095 -0.555  0.200
14 H 2.279 -1.151 -0.363  0.162
15 H 1.201 -2.511 -0.798  0.176
16 H -0.701 -1.132 1.904  0.179
17 H 0.670 0.013 1.905  0.169

This record from the OMol25 dataset describes 2 unconnected molecules or ions with the total composition C5H10O2. The level of theory is ωB97M-V with the def2-TZVPD basis set.

Summary:
- M (g mol⁻¹) = 102.133
- max |F| (eV/Å) = 4.436
- energy above the lowest of the compared OMol25 structures with the same formula, charge and spin (kcal per mole) = 82.9
- structure (SMILES) = C=CCCC=O.O
- highest occupied orbital energy (eV) = -9.51
- E_tot (a.u.) = -346.8934
- LUMO level (hartree) = 0.0202

Last column: natural (NBO) charge in e.
CARTESIAN COORDINATES (ANGSTROEM)
1 C -1.732 0.934 -0.949  -0.392
2 C -1.094 -0.245 -1.076  -0.204
3 C -0.194 -0.916 -0.135  -0.437
4 C 1.270 -0.367 -0.072  -0.492
5 C 2.338 -0.425 -1.176  0.434
6 O 3.354 -1.038 -0.958  -0.521
7 H -2.038 1.475 -1.827  0.218
8 H -1.678 1.377 0.113  0.177
9 H -1.646 -0.800 -1.897  0.212
10 H -0.034 -2.080 -0.404  0.214
11 H -0.564 -0.931 0.838  0.220
12 H 1.731 -0.929 0.735  0.232
13 H 1.264 0.719 0.071  0.220
14 H 2.263 0.216 -2.127  0.120
15 O -3.023 1.627 3.235  -0.934
16 H -2.828 1.299 4.110  0.471
17 H -2.652 1.063 2.616  0.463